Entry 1:
A cluster of 2 separate species, C3H11N3 in total, computed with ωB97M-V with the def2-TZVPD basis set.

```
17
Properties=species:S:1:pos:R:3:forces:R:3
C 3.6534 -0.6435 -0.4387 -0.60 -0.40 1.54
C 2.3360 -0.7468 -0.4211 -1.34 -2.52 2.98
N 1.4385 -0.6179 -1.4261 0.99 1.13 -3.54
H 4.2947 -0.0512 -0.9655 0.89 1.48 -2.62
H 4.2391 -0.9917 0.3640 0.02 -0.72 1.32
H 1.8187 -1.3193 0.4843 1.31 1.35 -1.60
H 1.9332 -0.3459 -2.3309 -1.33 -0.28 1.60
H 0.5428 -0.1724 -1.3068 -0.04 -0.05 0.33
N -2.0931 -0.3176 -0.1948 0.75 -0.18 0.04
C -1.8032 0.6965 0.7054 2.68 1.53 2.52
N -2.8185 1.2445 1.6291 1.98 3.10 -1.76
H -1.8547 -1.2372 0.0639 -0.17 -0.88 0.08
H -2.7615 -0.1679 -0.8849 -1.19 -0.01 -1.09
H -0.8521 0.3465 1.3139 -1.96 0.31 -0.78
H -1.3627 1.5803 0.2348 -0.26 0.08 -0.38
H -3.2489 2.1536 1.2945 0.62 -1.94 0.50
H -3.4617 0.5900 1.8789 -2.35 -1.98 0.84
```
Positions in Å, forces in eV/Å.

Calculated values
Charge: 0
Spin multiplicity: 1

***

Entry 2:
A cluster of 2 separate species, CH8N3O in total, computed with ωB97M-V with the def2-TZVPD basis set.

```
13
Properties=species:S:1:pos:R:3:forces:R:3
C 0.4950 -0.6796 -1.0456 -0.10 0.87 0.50
N 0.0000 0.0000 0.0000 0.47 -0.60 0.40
N 0.4686 -1.9993 -1.0789 -0.39 -0.95 0.52
N 1.0428 0.0186 -2.0274 -0.19 0.60 -0.87
H -0.2888 -0.5306 0.8256 0.12 0.68 -0.39
H 0.1551 1.0088 0.0688 -0.19 -0.73 0.17
H 0.3832 -2.4787 -0.1792 -0.26 -0.05 -0.87
H 0.5176 -2.5418 -1.9449 0.26 0.38 0.70
H 0.9723 -0.3453 -2.9809 0.47 0.44 0.52
H 1.1343 1.0252 -1.8696 -0.19 -0.56 -0.69
O 0.8420 4.8393 -3.8469 0.36 0.39 -0.99
H 0.5549 4.6381 -4.7663 0.32 0.33 0.95
H 1.4687 5.5920 -3.9418 -0.69 -0.78 0.06
```
Positions in Å, forces in eV/Å.

Calculated values
Charge: +1
Spin multiplicity: 1

***

Entry 3:
A structure of composition C40H49N7Ta, computed with ωB97M-V with the def2-TZVPD basis set.

```
97
Properties=species:S:1:pos:R:3:forces:R:3
Ta -0.4511 -0.2799 0.1800 1.12 -0.52 -0.22
C 0.0899 2.8948 -0.4941 -0.01 -0.13 0.14
C -0.2456 3.2299 0.9455 0.06 -0.14 0.02
C 0.4177 2.3326 1.9665 -0.14 0.05 -0.19
C 0.7209 2.8878 3.1986 0.02 -0.03 0.04
C 1.4564 2.1834 4.1363 -0.02 -0.02 -0.10
C 1.9690 0.9519 3.7535 -0.01 0.07 0.01
C 1.6133 0.4477 2.5272 0.04 -0.15 -0.09
N 0.7753 1.0566 1.6511 0.12 0.05 0.06
N -0.6528 1.7016 -1.0243 -0.17 0.07 -0.02
C -2.0701 2.0869 -1.2053 0.00 -0.15 -0.08
C -2.8839 0.8789 -1.5489 0.33 0.12 0.13
C -4.1221 1.0568 -2.1290 -0.05 -0.05 0.00
C -4.8931 -0.0465 -2.4560 0.12 0.01 0.04
C -4.3487 -1.2966 -2.2086 -0.06 0.05 -0.04
C -3.1030 -1.3939 -1.6337 0.25 -0.28 0.17
N -2.3369 -0.3347 -1.2651 -0.24 0.08 -0.11
C -0.0861 1.3829 -2.3749 0.22 -0.16 0.18
C 1.2869 0.8041 -2.1633 -0.17 0.07 0.03
C 2.3522 1.1042 -2.9847 0.01 0.00 0.05
C 3.6220 0.6642 -2.6328 -0.06 0.01 0.00
C 3.7749 -0.0482 -1.4524 0.01 -0.03 -0.01
C 2.6606 -0.3480 -0.7025 0.03 -0.08 -0.01
N 1.4161 0.0366 -1.0520 -0.12 0.32 -0.12
H 1.1595 2.7004 -0.5784 -0.02 -0.02 -0.05
H -0.1497 3.7330 -1.1531 -0.01 0.05 0.07
H -1.3193 3.3058 1.1148 -0.04 0.00 0.00
H 0.1237 4.2383 1.1388 0.02 0.00 -0.06
H 0.3869 3.8954 3.4077 0.00 0.01 0.01
H 1.6648 2.6060 5.1098 0.00 0.00 0.01
H 2.6308 0.3834 4.3916 0.01 0.00 0.01
H 2.0251 -0.4931 2.2067 -0.09 0.07 0.08
H -2.1530 2.8384 -1.9963 0.01 -0.01 0.02
H -2.4511 2.5472 -0.2959 -0.02 0.01 0.02
H -4.4720 2.0628 -2.3203 -0.01 0.01 0.00
H -5.8701 0.0662 -2.9065 -0.01 0.00 0.01
H -4.8762 -2.2046 -2.4640 0.00 -0.01 0.00
H -2.7058 -2.3846 -1.4946 0.03 0.15 0.11
H -0.0446 2.2957 -2.9723 0.05 -0.02 -0.02
H -0.7346 0.6750 -2.8934 -0.02 0.01 0.03
H 2.1947 1.7117 -3.8656 0.01 0.00 -0.01
H 4.4780 0.9050 -3.2490 0.01 -0.01 -0.02
H 4.7474 -0.3815 -1.1180 0.00 0.02 0.00
H 2.7549 -0.9146 0.2109 -0.01 0.00 -0.07
C -0.6884 -2.5082 0.1453 -0.64 -0.27 0.11
C 0.6164 -2.9932 -0.2931 -0.34 0.25 -0.22
C 1.4899 -2.8612 0.8234 0.15 0.13 0.27
C 0.6996 -2.3456 1.8904 0.07 0.36 -0.05
C -0.6566 -2.1851 1.5578 -0.37 -0.07 -0.15
C -1.7713 -2.5014 2.5754 0.01 -0.12 -0.02
C -3.1752 -2.3927 1.9753 0.00 0.08 0.04
C -1.5584 -3.9827 2.9462 0.02 -0.03 -0.01
C -1.6155 -1.6701 3.8504 0.01 0.02 -0.04
C 2.8861 -3.4079 1.1632 0.16 0.12 -0.05
C 3.5583 -2.5980 2.2890 -0.02 0.00 -0.01
C 3.9100 -3.4431 0.0152 0.03 0.04 0.05
C 2.6504 -4.8221 1.7402 -0.06 -0.02 -0.06
C 0.7476 -3.6499 -1.6727 0.00 0.08 -0.05
C 1.2986 -5.0812 -1.5276 -0.05 -0.05 0.07
C 1.5973 -2.8447 -2.6718 0.05 -0.03 0.07
C -0.6307 -3.7965 -2.3340 0.02 0.06 -0.05
H -1.5859 -2.9227 -0.2745 0.00 0.08 -0.02
H 1.0731 -2.2105 2.8948 0.00 0.02 -0.02
H -3.3180 -3.1186 1.1719 0.00 0.00 -0.02
H -3.4259 -1.4011 1.6022 0.02 0.00 0.00
H -3.9048 -2.6402 2.7458 -0.01 -0.01 0.01
H -1.5888 -4.6230 2.0622 0.00 -0.01 -0.01
H -2.3449 -4.3151 3.6231 -0.02 0.01 0.01
H -0.6033 -4.1355 3.4521 0.02 0.00 0.00
H -1.6887 -0.5974 3.6828 -0.02 0.03 -0.01
H -0.6588 -1.8660 4.3381 0.01 0.00 0.01
H -2.3908 -1.9438 4.5653 -0.02 -0.01 0.00
H 3.7061 -1.5479 2.0229 0.03 0.02 0.00
H 4.5547 -3.0065 2.4545 0.00 -0.03 0.00
H 3.0371 -2.6641 3.2435 -0.02 0.02 0.03
H 4.4809 -2.5127 -0.0284 -0.05 -0.01 -0.03
H 3.4898 -3.6252 -0.9628 -0.04 -0.06 -0.04
H 4.6355 -4.2336 0.2064 0.01 0.01 0.03
H 1.9641 -4.7883 2.5888 -0.01 0.00 0.00
H 3.5992 -5.2229 2.0962 0.02 0.01 0.00
H 2.2485 -5.5144 1.0069 -0.04 -0.04 -0.07
H 2.3308 -5.1281 -1.2037 0.04 0.00 0.05
H 1.2424 -5.5619 -2.5041 0.01 -0.01 -0.01
H 0.6879 -5.6679 -0.8400 0.00 -0.01 0.02
H 2.6006 -2.6317 -2.3202 0.07 0.05 0.02
H 1.1060 -1.9049 -2.9312 0.00 0.04 0.00
H 1.6898 -3.4224 -3.5913 -0.01 -0.01 0.00
H -1.3260 -4.3824 -1.7308 -0.01 -0.03 -0.02
H -0.5085 -4.3187 -3.2816 0.01 -0.02 0.00
H -1.0691 -2.8245 -2.5717 0.03 -0.02 0.01
N -1.8906 0.4464 1.3449 -0.28 0.07 -0.01
C -2.4732 1.2115 2.0402 0.03 -0.10 0.26
C -3.0851 2.1038 2.8274 0.01 -0.14 -0.16
C -2.7471 2.1159 4.2101 -0.01 0.10 0.05
N -2.3484 2.1136 5.2874 0.00 -0.06 0.07
C -3.8419 3.0844 2.1209 0.09 0.11 0.00
N -4.3190 3.8330 1.3901 -0.09 0.02 -0.06
```
Positions in Å, forces in eV/Å.

Calculated values
Charge: +3
Spin multiplicity: 1

***

Maximum force per entry: 0.08028, 0.02242, 0.02435 Eh/bohr
Total energy per entry: -7757.65972, -7678.95459, -54232.41803 eV